Entry from the Open Molecules 2025 dataset: an isolated ion of composition CH4N2O4 and charge -2 (the ωB97M-V functional and the def2-TZVPD basis).

Each line ends with the Mulliken charge.
Positions of all 11 atoms, in Å:
C1 -0.5486 -0.4343 0.1057  0.418
N1 -0.7477 0.8609 -0.8768  -0.842
N2 0.8101 -0.2237 0.7541  -0.221
O1 1.0354 1.0910 0.9842  -0.816
O2 1.7798 -0.7837 -0.3080  -0.430
O3 -1.4239 -0.1034 1.2063  -0.527
O4 -0.6938 -1.5673 -0.4601  -0.876
H1 -0.4500 0.4915 -1.7815  0.242
H2 0.0289 1.4208 -0.4975  0.387
H3 -0.8978 0.6344 1.5640  0.399
H4 1.1076 -1.3863 -0.6903  0.266

The value obtained for the molar mass is 108.1 g/mol. The total charge is -2. Its spin multiplicity is 1. For the LUMO energy, the calculation gives 7.5 eV. Its energy relative to the best compared isomer or geometry (same formula, charge and spin) is 1.353 eV. Its SMILES is N[C@]([O-])(O)N([O-])O. As for the max |F|: 2.582 eV/Å.


Entry from the Open Molecules 2025 dataset: a 15-piece molecular cluster, C30H90O15 overall (the ωB97M-V functional and the def2-TZVPD basis).

Each line ends with the Mulliken charge.
Positions of all 135 atoms, in Å:
C1 -9.9930 -14.4785 16.3596  -0.903
C2 -9.9682 -15.1650 17.6842  -0.232
O1 -8.6938 -15.3445 18.1972  -0.511
H1 -10.9798 -14.2917 15.9360  0.318
H2 -9.4653 -15.1114 15.6461  0.272
H3 -9.4941 -13.5102 16.3998  0.235
H4 -10.5074 -16.1033 17.5540  0.262
H5 -10.4373 -14.5966 18.4873  0.261
H6 -8.2785 -16.0866 17.7517  0.298
C3 1.8373 -8.7282 17.0950  -0.876
C4 0.5179 -9.4277 17.2197  -0.301
O2 -0.0499 -9.4974 15.9323  -0.492
H7 2.3243 -8.6030 18.0621  0.322
H8 1.6709 -7.7272 16.6972  0.284
H9 2.5271 -9.3504 16.5248  0.237
H10 -0.0910 -8.8547 17.9190  0.241
H11 0.5410 -10.4457 17.6085  0.291
H12 -0.4108 -8.6165 15.8081  0.294
C5 -7.7374 -9.4459 19.9034  -0.917
C6 -6.4384 -10.0616 19.3912  -0.224
O3 -5.9719 -11.0722 20.2950  -0.527
H13 -7.7520 -9.2613 20.9775  0.293
H14 -8.5283 -10.1901 19.8103  0.253
H15 -8.0513 -8.5701 19.3355  0.304
H16 -5.6749 -9.2879 19.3105  0.260
H17 -6.5542 -10.5982 18.4496  0.249
H18 -6.5115 -11.8257 20.0446  0.310
C7 -6.6473 -15.2872 6.2160  -0.920
C8 -7.0284 -14.3334 7.3813  -0.279
O4 -8.4594 -14.2611 7.5557  -0.492
H19 -5.5795 -15.3897 6.0225  0.315
H20 -7.1395 -14.9282 5.3121  0.250
H21 -7.0753 -16.2578 6.4664  0.299
H22 -6.7065 -13.3165 7.1569  0.281
H23 -6.5161 -14.6675 8.2836  0.247
H24 -8.6383 -15.1680 7.8149  0.298
C9 -13.0085 -5.0041 16.7508  -1.008
C10 -12.1550 -5.4056 15.5616  -0.178
O5 -11.7714 -6.7018 15.5765  -0.513
H25 -13.9599 -5.5360 16.7489  0.279
H26 -13.2261 -3.9365 16.7854  0.326
H27 -12.4670 -5.1713 17.6819  0.269
H28 -11.2074 -4.8856 15.7018  0.249
H29 -12.5720 -5.1044 14.6006  0.238
H30 -10.8241 -6.7096 15.4213  0.337
C11 0.1594 -9.2092 8.5249  -0.981
C12 1.3492 -8.2682 8.5354  -0.182
O6 1.9298 -8.2332 7.2423  -0.520
H31 -0.1545 -9.2613 9.5675  0.310
H32 0.5252 -10.2200 8.3448  0.280
H33 -0.6513 -8.9067 7.8621  0.290
H34 2.1266 -8.5439 9.2479  0.246
H35 0.9724 -7.2744 8.7771  0.260
H36 2.3029 -7.3643 7.0768  0.298
C13 -7.1501 -9.7310 1.6108  -1.095
C14 -7.2788 -11.0378 0.8157  -0.087
O7 -7.0713 -10.6976 -0.5541  -0.510
H37 -7.9698 -9.0258 1.4737  0.291
H38 -6.2798 -9.1251 1.3584  0.313
H39 -7.1260 -9.8941 2.6882  0.327
H40 -8.2750 -11.4785 0.8530  0.253
H41 -6.5917 -11.7400 1.2878  0.195
H42 -7.6641 -11.2731 -1.0430  0.314
C15 -15.6201 -3.9630 9.4012  -1.085
C16 -15.2977 -5.3942 9.0183  -0.136
O8 -14.2221 -5.2360 8.0718  -0.506
H43 -16.3049 -3.8673 10.2438  0.355
H44 -16.0483 -3.4044 8.5688  0.279
H45 -14.6768 -3.5089 9.7047  0.284
H46 -16.1151 -5.8427 8.4538  0.246
H47 -15.0772 -5.9370 9.9375  0.279
H48 -13.8582 -6.1181 7.9661  0.284
C17 -2.9073 -15.0659 14.3065  -0.937
C18 -2.0152 -14.6859 13.1023  -0.232
O9 -0.7210 -14.3200 13.5885  -0.524
H49 -3.8624 -15.4477 13.9458  0.306
H50 -3.1141 -14.1496 14.8596  0.270
H51 -2.5181 -15.7837 15.0286  0.282
H52 -2.5304 -13.8456 12.6370  0.217
H53 -1.9987 -15.5166 12.3967  0.311
H54 -0.7358 -13.4438 13.9803  0.305
C19 -13.4897 -9.9344 3.0312  -0.972
C20 -12.9905 -10.8205 4.1411  -0.200
O10 -12.0927 -10.2206 4.9857  -0.524
H55 -12.7003 -9.3088 2.6146  0.293
H56 -14.2243 -9.2804 3.5011  0.246
H57 -13.9380 -10.5576 2.2575  0.314
H58 -12.4196 -11.6435 3.7113  0.267
H59 -13.8205 -11.2756 4.6817  0.251
H60 -11.5750 -10.9562 5.3211  0.325
C21 -2.8479 -2.6673 12.6801  -0.947
C22 -1.9754 -3.9142 12.8288  -0.285
O11 -2.3057 -4.4840 14.0737  -0.510
H61 -2.4831 -2.2629 11.7359  0.311
H62 -2.6266 -1.8773 13.3978  0.334
H63 -3.9170 -2.8415 12.5586  0.256
H64 -0.9236 -3.6284 12.8388  0.238
H65 -2.1443 -4.5962 11.9954  0.298
H66 -2.0379 -3.8604 14.7526  0.303
C23 -7.5664 -7.4784 11.0225  -0.917
C24 -6.6702 -8.1773 12.1097  -0.257
O12 -6.7456 -7.5075 13.3401  -0.499
H67 -8.5941 -7.7177 11.2955  0.232
H68 -7.4202 -7.7326 9.9727  0.340
H69 -7.3724 -6.4064 10.9851  0.267
H70 -5.6454 -8.0546 11.7591  0.279
H71 -6.8843 -9.2403 12.2208  0.239
H72 -5.8833 -7.1067 13.4724  0.317
C25 -8.3477 0.1857 4.9728  -0.942
C26 -9.3607 -0.5189 5.9017  -0.183
O13 -9.9596 -1.5961 5.1835  -0.515
H73 -8.8725 0.9360 4.3814  0.240
H74 -7.9603 -0.6243 4.3548  0.272
H75 -7.5563 0.7521 5.4638  0.323
H76 -10.0836 0.2550 6.1597  0.233
H77 -8.8440 -0.8104 6.8161  0.284
H78 -10.6250 -2.0377 5.7163  0.288
C27 -14.7669 -11.5444 11.4836  -0.964
C28 -15.6788 -11.3097 12.7215  -0.189
O14 -17.0216 -11.3620 12.3130  -0.521
H79 -14.9761 -12.5071 11.0171  0.279
H80 -13.7273 -11.4291 11.7902  0.325
H81 -14.9396 -10.7447 10.7634  0.254
H82 -15.4926 -10.3427 13.1887  0.282
H83 -15.5408 -12.0826 13.4777  0.232
H84 -17.5516 -10.8248 12.9064  0.302
C29 -4.0977 -2.9062 19.5672  -0.992
C30 -2.6243 -2.9195 19.9607  -0.195
O15 -1.8062 -2.7233 18.7906  -0.524
H85 -4.2709 -3.8127 18.9873  0.251
H86 -4.4288 -2.0513 18.9776  0.296
H87 -4.7157 -2.9833 20.4617  0.329
H88 -2.3624 -3.9071 20.3405  0.243
H89 -2.3198 -2.2026 20.7232  0.302
H90 -0.8887 -2.7514 19.0717  0.291

The value obtained for the molar mass is 691.0 g/mol. The total charge is 0. Its spin multiplicity is 1. For the LUMO energy, the calculation gives 0.1 eV. Its energy relative to the best compared isomer or geometry (same formula, charge and spin) is 8.666 eV. As for the max |F|: 3.114 eV/Å.


Entry from the Open Molecules 2025 dataset: a 2-piece molecular cluster, C4H10N2O2 overall (the ωB97M-V functional and the def2-TZVPD basis).

Each line ends with the Mulliken charge.
Positions of all 18 atoms, in Å:
C1 0.7704 2.8872 -1.7448  -0.897
C2 1.0440 1.9596 -0.5977  0.592
O1 0.3899 0.9434 -0.4408  -0.671
N1 2.0285 2.3138 0.2677  -0.409
H1 0.6270 2.2973 -2.6482  0.266
H2 1.4874 3.7017 -1.8294  0.322
H3 1.9878 1.7974 1.1356  0.246
H4 2.4454 3.2306 0.2896  0.211
H5 -0.2305 3.3020 -1.5700  0.256
C3 -1.6399 -3.3370 1.3824  -0.941
C4 -1.5199 -2.1067 0.4623  0.583
O2 -2.5060 -1.4546 0.1893  -0.607
N2 -0.2639 -1.8103 0.0459  -0.441
H6 -0.0812 -0.9042 -0.3770  0.396
H7 0.5227 -2.0720 0.6193  0.235
H8 -1.4320 -4.2497 0.8325  0.278
H9 -2.6592 -3.2932 1.7608  0.268
H10 -0.9703 -3.2055 2.2226  0.315

The value obtained for the molar mass is 118.1 g/mol. The total charge is 0. Its spin multiplicity is 1. For the LUMO energy, the calculation gives 0.6 eV. Its energy relative to the best compared isomer or geometry (same formula, charge and spin) is 0.445 eV. Its SMILES is CC(N)=O.CC(N)=O. As for the max |F|: 1.191 eV/Å.


Entry from the Open Molecules 2025 dataset: C3H2N2O2 in the gas phase (the ωB97M-V functional and the def2-TZVPD basis).

Each line ends with the Mulliken charge.
Positions of all 9 atoms, in Å:
O1 0.5890 2.2413 2.1366  -0.355
C1 0.2866 1.5325 1.2584  0.640
C2 -0.2516 0.7935 0.2939  0.019
N1 0.2845 0.6612 -1.0001  -0.434
C3 0.1255 -0.5783 -1.2432  -0.008
N2 -0.5644 -1.3276 -0.2500  -0.213
O2 -1.0048 -0.3223 0.6596  -0.277
H1 0.0736 -1.9165 0.2860  0.266
H2 0.4617 -1.0839 -2.1411  0.363

The value obtained for the molar mass is 98.1 g/mol. The total charge is 0. Its spin multiplicity is 1. For the LUMO energy, the calculation gives 0.3 eV. Its energy relative to the best compared isomer or geometry (same formula, charge and spin) is 3.641 eV. Its SMILES is O=C=C1N=CNO1. As for the max |F|: 0.995 eV/Å.


no.,HOMO energy (eV)
1,2.28
2,-10.14
3,-9.09
4,-8.25